*i*
One molecule with the formula C3H2N2O2. Source: the Open Molecules 2025 dataset; level of theory: wB97M-V/def2-TZVPD.

Last column: Mulliken charge in e.
Cartesian coordinates (Å):
H: -1.857 -2.149 -0.115  0.30
N: -2.018 -1.190 0.197  -0.54
C: -1.020 -0.438 0.114  0.45
C: -0.820 0.944 0.442  0.32
N: 0.021 1.749 0.402  -0.37
O: 0.473 -0.582 -0.532  -0.33
C: 1.411 0.418 -0.190  0.23
O: 1.993 0.804 -1.160  -0.43
H: 1.817 0.443 0.843  0.37

## Properties
Orbital gap   9.92 eV
SMILES string   [H]/N=C(/C#N)OC=O
HOMO energy   -10.847 eV

---

*ii*
One molecule with the formula C3H2N2O2. Source: the Open Molecules 2025 dataset; level of theory: wB97M-V/def2-TZVPD.

Last column: Mulliken charge in e.
Cartesian coordinates (Å):
N: -1.365 -0.675 -0.476  -0.56
C: -0.735 0.149 0.210  0.48
O: 0.617 0.401 0.374  -0.25
C: 1.533 -0.433 -0.167  0.23
O: 1.307 -1.423 -0.804  -0.49
C: -1.755 2.218 0.767  0.00
N: -1.394 1.117 0.950  -0.14
H: -0.732 -1.286 -0.970  0.36
H: 2.524 -0.069 0.118  0.37

## Properties
Orbital gap   11.54 eV
HOMO energy   -11.344 eV

---

*iii*
One molecule with the formula C3H2N2O2. Source: the Open Molecules 2025 dataset; level of theory: wB97M-V/def2-TZVPD.

Last column: Mulliken charge in e.
Cartesian coordinates (Å):
O: 1.145 -1.995 0.915  -0.26
C: 0.733 -1.494 -0.222  -0.85
C: 0.091 -0.186 -0.076  1.00
N: -0.355 0.431 -1.132  -0.42
C: -0.874 1.565 -0.590  -0.05
N: -0.763 1.652 0.710  -0.27
O: -0.122 0.494 1.061  -0.09
H: 1.489 -2.804 0.513  0.54
H: -1.344 2.337 -1.179  0.39

## Properties
Orbital gap   8.55 eV
HOMO energy   -9.502 eV

---

*iv*
C3H2N2O2 as an isolated structure. Source: the Open Molecules 2025 dataset; level of theory: wB97M-V/def2-TZVPD.

Last column: Mulliken charge in e.
Cartesian coordinates (Å):
N: 0.487 -0.194 -2.327  -0.32
C: 0.740 -0.311 -1.172  0.63
O: -0.695 1.039 0.211  -0.62
C: -0.921 0.491 1.296  0.22
O: -0.290 -0.497 1.830  -0.46
C: 1.421 -0.638 -0.056  0.05
N: 1.374 -0.820 1.142  -0.21
H: -0.342 0.057 -2.848  0.32
H: -1.762 0.847 1.931  0.39

## Properties
Orbital gap (spin up / spin down)   7.92 / 7.92 eV
HOMO energy (spin up / spin down)   -9.115 / -9.113 eV

---

Which structure is most stable? *ii*, by 171.9 kJ/mol over the runner-up.

---

*i*
A 2-piece molecular cluster, C3H2N2O2 overall. Source: the Open Molecules 2025 dataset; level of theory: wB97M-V/def2-TZVPD.

Last column: Mulliken charge in e.
Cartesian coordinates (Å):
O: 1.499 -2.016 -0.194  -0.40
C: 1.377 -0.883 -0.059  0.52
N: 1.216 0.282 -0.255  -0.16
C: 0.905 1.594 0.087  0.23
O: 1.553 2.530 -0.136  -0.40
H: -0.083 1.432 0.728  0.19
C: -2.119 -1.015 -0.099  0.09
N: -2.011 0.126 -0.204  -0.37
H: -2.336 -2.049 0.132  0.29

## Properties
Orbital gap   11.30 eV
SMILES string   O=C=NC=O.C#N
HOMO energy   -10.829 eV

---

*ii*
One molecule with the formula C3H2N2O2. Source: the Open Molecules 2025 dataset; level of theory: wB97M-V/def2-TZVPD.

Last column: Mulliken charge in e.
Cartesian coordinates (Å):
O: -2.480 -0.013 -0.938  -0.40
C: -1.769 0.152 0.011  -0.09
C: -0.323 -0.214 0.097  0.71
N: 0.485 0.789 0.122  -0.47
C: 1.706 0.206 -0.017  0.00
N: 1.660 -1.093 0.068  -0.29
O: 0.273 -1.396 0.081  -0.13
H: -2.134 0.752 0.850  0.30
H: 2.582 0.816 -0.274  0.37

## Properties
Orbital gap   10.96 eV
SMILES string   O=Cc1ncno1
HOMO energy   -11.063 eV

---

*iii*
One molecule with the formula C3H2N2O2. Source: the Open Molecules 2025 dataset; level of theory: wB97M-V/def2-TZVPD.

Last column: Mulliken charge in e.
Cartesian coordinates (Å):
O: -1.262 1.791 -1.107  -0.36
C: -1.416 1.314 -0.036  0.16
O: -0.531 0.435 0.593  -0.25
C: 0.473 -0.051 -0.135  0.23
C: 0.907 -1.249 -1.468  -0.05
N: 1.624 -1.737 -0.539  -0.36
N: 1.321 -0.808 0.547  0.02
H: -2.251 1.480 0.654  0.34
H: 1.141 -1.174 1.485  0.26

## Properties
Orbital gap   8.72 eV
SMILES string   O=COC1=C=NN1
HOMO energy   -9.417 eV

---

Which structure is most stable? *i*, by 69.4 kJ/mol over the runner-up.

---

*i*
An isolated ion of composition C2H3O3Si and charge -1. Source: the Open Molecules 2025 dataset; level of theory: wB97M-V/def2-TZVPD.

Last column: Mulliken charge in e.
Cartesian coordinates (Å):
C: -0.079 -0.200 1.484  0.57
C: -0.949 0.329 0.309  0.30
O: -0.420 -0.018 2.650  -0.67
O: 0.822 -0.765 0.859  -0.51
O: -2.191 0.322 0.194  -0.56
Si: 0.389 0.116 -0.986  0.63
H: 1.580 0.770 -0.578  -0.22
H: -0.098 0.504 -2.325  -0.31
H: 0.946 -1.060 -1.607  -0.23

## Properties
Orbital gap   8.27 eV
Charge   -1
HOMO energy   -4.192 eV

---

*ii*
C2H3O3Si as an isolated structure. Source: the Open Molecules 2025 dataset; level of theory: wB97M-V/def2-TZVPD.

Last column: Mulliken charge in e.
Cartesian coordinates (Å):
C: 3.164 0.510 -0.008  0.71
C: 3.527 -0.745 0.355  -0.15
O: 3.814 1.536 -0.053  -0.52
O: 3.790 -1.792 -0.219  -0.43
O: 1.416 1.118 0.120  -0.38
Si: 0.024 0.285 0.001  0.30
H: -1.220 1.086 -0.168  -0.19
H: -0.273 -0.800 1.171  -0.14
H: 0.142 -0.452 -1.170  -0.20

## Properties
Orbital gap (spin up / spin down)   7.00 / 7.00 eV
Charge   -1
HOMO energy (spin up / spin down)   -3.082 / -3.082 eV

---

Which structure is most stable? *i*, by 160.5 kJ/mol over the runner-up.